No. 1
2 unconnected molecules or ions with the total composition C3HF5O3S, computed with ωB97M-V/def2-TZVPD.

The geometry in XYZ format:
```
13
Properties=species:S:1:pos:R:3:forces:R:3
F -2.052123 -1.949470 -0.502604 -0.0519 0.0102 0.1945
C -1.154832 -1.217794 0.138202 1.7322 -0.1305 0.0545
C -1.441293 -0.070203 0.722536 -2.0079 0.1897 -0.7126
F -2.680832 0.501156 0.588158 0.1197 -0.9104 0.2911
C -0.502564 0.939288 1.257393 0.0087 -0.9744 -2.2543
F -0.496191 1.030932 2.549684 0.1615 0.5427 1.3960
F 0.699157 0.559910 0.806248 1.1250 0.3578 0.4956
F -0.816712 2.096352 0.677278 0.3614 0.6613 0.7133
H -0.089216 -1.564616 0.083279 -1.3793 0.1237 0.1464
O -3.966747 1.730421 -2.171416 1.6078 -1.0241 0.0900
S -2.789112 0.890647 -2.231338 -1.3457 1.8809 -0.0037
O -1.522735 1.390835 -1.818004 -0.3318 -0.0736 -0.2629
O -2.895480 -0.403409 -2.780106 0.0004 -0.6532 -0.1479
```
Forces are in eV/Å.

orbital gap	10.3	eV
SMILES	F/C=C(\F)C(F)(F)F.O=S(=O)=O

=====

No. 2
A single C3HF6NO2 molecule, computed with ωB97M-V/def2-TZVPD.

The geometry in XYZ format:
```
13
Properties=species:S:1:pos:R:3:forces:R:3
O 1.312759 -1.254272 -1.445503 2.2453 -1.3919 1.0600
N 0.354439 -0.597152 -1.598068 -1.2017 1.6712 2.5873
O -0.261021 -0.436143 -2.574016 -1.6320 0.6578 -2.0447
C -0.248614 0.186225 -0.264819 0.0545 1.4403 -0.2797
F -1.153777 1.111290 -0.732609 0.5968 -1.5149 0.3238
C -0.846681 -0.818593 0.714684 -0.3205 -2.3365 2.1993
F -1.519624 -0.109737 1.698320 0.5701 -0.4032 -1.0445
F -1.801299 -1.616498 0.082989 1.5105 0.9796 0.6486
C 0.809137 1.068211 0.527483 0.3664 -0.4243 -1.9675
F 1.476606 0.317384 1.366052 1.2962 -0.9356 0.1860
F 1.621317 1.654623 -0.396219 -0.2394 -0.5059 0.7302
F 0.285236 2.004983 1.258808 -1.0974 0.9906 0.0245
H -0.028478 -1.510321 1.362898 -2.1490 1.7727 -2.4234
```
Forces are in eV/Å.

orbital gap	12.1	eV
SMILES	O=[N+]([O-])[C@@](F)(C(F)F)C(F)(F)F

=====

No. 3
A molecular structure, C3HFO2Ru, computed with ωB97M-V/def2-TZVPD.

The geometry in XYZ format:
```
8
Properties=species:S:1:pos:R:3:forces:R:3
O 2.849048 -0.304036 -0.385583 -1.5626 2.0508 -0.3249
C 3.508840 -1.220801 -0.255531 1.6723 -2.1270 0.2981
Ru 1.600534 1.285792 -0.690521 2.6652 1.5285 -1.0581
F 0.078313 0.230730 -0.006571 -2.8395 -1.1131 0.2913
H -2.180712 -0.516116 1.324237 -1.9323 0.4362 -0.1545
O -2.219086 -0.246790 -0.810725 -3.1424 -1.7926 -3.2297
C -2.509308 0.161140 0.308232 5.0459 -0.8915 0.9374
C -1.127628 0.610080 0.516459 0.0933 1.9087 3.2405
```
Forces are in eV/Å.

orbital gap (alpha / beta)	7.3 / 7.2	eV
2S+1	6
expectation value of S²	8.893
net charge	+3

=====

No. 4
A molecular structure, C3HFO2Sr, computed with ωB97M-V/def2-TZVPD.

The geometry in XYZ format:
```
8
Properties=species:S:1:pos:R:3:forces:R:3
C 0.432233 -1.096121 0.548543 0.7652 -0.4487 -0.7118
C 0.256857 -1.502213 -0.730040 0.0571 -0.1493 0.3665
O -0.082514 -0.689446 -1.830350 0.0022 -0.0120 -0.4960
C -0.317189 0.599680 -1.896370 0.0373 -0.6657 0.3136
O 0.345751 0.043761 1.108463 -0.2007 0.1304 0.2725
F 0.928997 -2.064279 1.377545 -0.3071 -0.0959 -0.0128
H 0.458608 -2.526179 -1.029512 -0.1247 0.3751 0.0867
Sr -0.558906 1.813513 0.155289 -0.2294 0.8660 0.1813
```
Forces are in eV/Å.

orbital gap (alpha / beta)	4.6 / 4.5	eV

=====

No. 5
A single C3HIN2O2 molecule, computed with ωB97M-V/def2-TZVPD.

The geometry in XYZ format:
```
9
Properties=species:S:1:pos:R:3:forces:R:3
C -1.481846 0.888436 0.789463 -0.5670 -0.4503 0.3995
C -0.253908 1.135959 0.107332 0.3176 0.1327 -0.1424
C 0.714229 -1.126912 -0.005745 0.1060 -1.1093 -0.1851
N 0.112612 -2.214138 0.116327 -2.0820 0.1394 0.5934
N 0.777816 0.197775 -0.017593 0.2395 0.5585 -0.1214
O -0.057884 2.298626 -0.183837 -0.0571 0.0787 -0.1604
O 1.622388 -2.054239 -0.275772 1.7574 0.5221 -0.3797
I -3.104108 0.279041 -0.234555 0.4202 0.1377 -0.0285
H 1.670705 0.595452 -0.295622 -0.1347 -0.0095 0.0245
```
Forces are in eV/Å.

orbital gap (alpha / beta)	7.5 / 7.5	eV

=====

No. 6
A gas-phase ion, C3HIN3O2 (charge -1), computed with ωB97M-V/def2-TZVPD.

The geometry in XYZ format:
```
10
Properties=species:S:1:pos:R:3:forces:R:3
O -2.376916 0.525238 0.102465 1.4301 0.2720 0.0863
C -1.377591 1.315271 0.029874 -1.3937 0.2448 -0.3416
O -1.422991 2.546165 -0.068576 0.7217 -0.3677 0.1550
C 0.000666 0.618753 -0.005936 0.2755 -2.4087 -0.1786
N 1.215800 1.076715 -0.165196 -1.2059 0.4649 0.1225
N 2.111491 0.051439 -0.182144 0.3688 -0.5348 0.2565
C 1.439137 -1.049189 -0.022006 -0.3130 -1.9753 -0.0167
N 0.109560 -0.863157 0.058938 -1.0645 3.7568 0.1187
I -1.480514 -2.129953 0.188749 0.7820 -0.2684 0.0185
H 1.781356 -2.091282 0.063830 0.3990 0.8164 -0.2205
```
Forces are in eV/Å.

orbital gap	7.1	eV
SMILES	O=C([O-])c1nncn1I
net charge	-1

=====

No. 7
A molecular structure, C3HN, computed with ωB97M-V/def2-TZVPD.

The geometry in XYZ format:
```
5
Properties=species:S:1:pos:R:3:forces:R:3
C -0.135570 -0.010700 -0.868023 -0.1700 0.0195 0.6949
C -0.947523 -0.012388 0.058308 -0.0238 -0.0303 -0.1831
C 1.043009 0.022735 -0.054323 1.0131 0.0246 0.9456
N 1.787858 0.045192 0.837648 -0.0395 -0.0093 -1.2064
H -1.414532 -0.023286 1.019027 -0.7797 -0.0045 -0.2509
```
Forces are in eV/Å.

orbital gap	9.9	eV

=====

No. 8
A gas-phase ion, C3HN2O5 (charge +1), computed with ωB97M-V/def2-TZVPD.

The geometry in XYZ format:
```
11
Properties=species:S:1:pos:R:3:forces:R:3
O -0.021068 -2.559271 1.634133 0.5011 -2.2962 1.7331
C -0.085537 -1.627751 0.991094 -0.6482 2.5735 -1.2560
O -0.961254 -1.628274 -0.186521 0.0516 -1.4070 1.2779
N -0.882715 -0.458934 -0.774791 2.1987 3.2691 0.7011
C -0.106939 0.469807 -0.270158 0.6019 -1.9224 1.3902
N 0.541256 1.786693 -0.850029 -3.8193 -1.5190 -0.0473
O 1.687962 1.809124 -0.768814 3.1437 -0.1272 0.3526
O -0.271444 2.532679 -1.266932 -0.7285 1.2581 -0.6196
C 0.460795 -0.158696 1.103558 -0.8997 -0.8952 -2.1828
O 1.114589 0.291029 1.955648 0.1986 0.5091 0.2281
H -1.475644 -0.456406 -1.567190 -0.5999 0.5572 -1.5772
```
Forces are in eV/Å.

orbital gap	8.4	eV
SMILES	O=C1O[NH+]=C([N+](=O)[O-])C1=O
net charge	+1

=====

No. 9
2 unconnected molecules or ions with the total composition C3HN3O, computed with ωB97M-V/def2-TZVPD.

The geometry in XYZ format:
```
8
Properties=species:S:1:pos:R:3:forces:R:3
C -0.101113 -0.353216 1.326162 -0.1140 0.1125 -0.2997
C -0.072093 -3.746332 0.193324 0.9908 0.9709 -0.6699
C 0.741346 -3.062376 -0.754922 1.0384 -0.7713 -0.3021
N -0.106780 0.583076 0.630312 0.6211 1.0238 -0.2699
N -0.593023 -4.330419 1.021039 -0.6479 -0.5181 0.6031
N 1.901163 -2.928302 -1.198150 0.7663 -0.6991 1.8369
O 0.637757 -2.470733 -1.940693 -2.1684 1.0594 -1.4084
H 0.148047 1.466545 0.166968 -0.4863 -1.1780 0.5100
```
Forces are in eV/Å.

orbital gap (alpha / beta)	9.5 / 9.5	eV

=====

No. 10
A single C3HN3O molecule, computed with ωB97M-V/def2-TZVPD.

The geometry in XYZ format:
```
8
Properties=species:S:1:pos:R:3:forces:R:3
N 4.798960 0.470635 -0.593214 0.6061 0.0967 0.0172
C 3.948945 -0.018174 0.003635 0.4949 0.3438 -0.5735
N 2.893090 -0.523084 0.548283 1.6415 -0.6136 1.1602
C 1.731226 -0.649409 0.536481 -2.2444 0.5895 -0.6813
N 0.525390 -0.673386 0.336182 0.5015 -1.0158 1.3203
C 0.182446 0.160745 -0.746549 0.9316 1.2904 0.4806
O 0.610259 1.275644 -0.873609 -0.7092 -0.7127 -0.3465
H -0.403629 -0.443850 -1.383265 -1.2220 0.0217 -1.3771
```
Forces are in eV/Å.

orbital gap	10.7	eV
SMILES	N#CN=C=NC=O

=====

No. 11
3 unconnected molecules or ions with the total composition C3HN3O2, computed with ωB97M-V/def2-TZVPD.

The geometry in XYZ format:
```
9
Properties=species:S:1:pos:R:3:forces:R:3
C 0.588594 0.556438 0.088523 -0.7150 0.8071 -1.9639
C 3.974550 1.041900 -0.144335 -3.2608 1.5592 -1.4295
C 3.869884 -3.010068 0.067550 -1.3046 -4.6749 0.0872
N 4.175713 -1.918806 0.047348 1.7778 6.9670 -0.0986
N 0.498697 1.482217 -0.698277 1.6150 2.0466 0.1894
N 4.986020 0.442934 0.083125 2.3975 -3.4128 0.9298
O 0.462288 -0.456456 0.611743 0.2349 -1.2121 1.4807
O 3.086260 1.743914 -0.459363 1.2257 -0.3999 0.5764
H 1.245910 2.241967 -0.766679 -1.9704 -1.6802 0.2285
```
Forces are in eV/Å.

orbital gap (alpha / beta)	5.0 / 4.9	eV

=====

No. 12
A single C3HN3O2 molecule, computed with ωB97M-V/def2-TZVPD.

The geometry in XYZ format:
```
9
Properties=species:S:1:pos:R:3:forces:R:3
C -1.270083 1.159607 0.052520 -0.7648 -0.5305 0.8382
O -1.973750 0.033832 0.044058 -1.3786 -0.3004 -0.6086
N -1.330178 -1.248902 -0.160707 4.2667 2.7656 1.8527
C 0.009504 -0.755051 0.032656 -4.9027 3.5318 -1.6216
O 1.219470 -1.054222 0.113721 3.6024 -4.9744 0.5495
N 2.105623 0.104005 0.065915 -0.2769 0.1792 -1.1727
N 1.395594 1.078742 -0.172110 -0.7346 0.4223 1.6509
C 0.083827 0.688500 -0.045903 -3.1661 1.2606 -0.1520
H -2.102526 2.067863 0.370440 3.3546 -2.3544 -1.3365
```
Forces are in eV/Å.

orbital gap	9.5	eV
SMILES	c1onc2onnc12